# 1
Entry from the Open Molecules 2025 dataset: a structure of composition C29H20Cl2IrN9O2 at a distorted geometry (wB97M-V/def2-TZVPD).

The calculation puts the strongest force on any atom at 0.029 hartree/bohr. The multiplicity is 1. The HOMO energy (alpha / beta) comes out at -13.59 / -13.59 eV. As for the charge: +2.

Last column: Mulliken charge in e.
Cartesian coordinates (Å):
Ir1 -0.69305 0.85386 0.87054  1.18
C1 -2.50566 4.02754 -1.55015  -0.54
C2 -1.99722 3.35260 -0.44476  -0.02
N1 -1.45510 2.14544 -0.57363  -0.05
C3 -1.43509 1.58948 -1.81642  0.34
C4 -1.94805 2.29607 -2.89217  -0.10
N2 -2.47394 3.50760 -2.76461  -0.52
C5 -0.93012 0.20648 -1.90519  -0.04
C6 -0.81541 -0.57963 -3.03449  -0.54
C7 -0.36478 -1.90046 -2.92173  0.93
C8 -0.02177 -2.37694 -1.65143  -0.47
C9 -0.11755 -1.53762 -0.55924  0.01
N3 -0.58611 -0.29560 -0.71815  -0.03
C10 0.23458 -1.84647 0.84116  0.27
C11 0.81118 -3.03433 1.26331  -0.03
N4 1.10923 -3.26674 2.53552  -0.55
C12 0.82390 -2.32102 3.41502  -0.59
C13 0.25440 -1.11005 3.03521  -0.30
N5 -0.02877 -0.87509 1.75745  0.00
C14 -0.23531 -2.76228 -4.11729  0.92
C15 0.58783 -3.88553 -4.11216  -0.61
C16 0.68466 -4.65377 -5.26393  -0.45
N6 0.02692 -4.38083 -6.38329  -0.54
C17 -0.76176 -3.31346 -6.38859  -0.48
C18 -0.92466 -2.47684 -5.29362  -0.53
H1 -2.94476 5.00976 -1.42954  0.42
H2 -2.02024 3.78865 0.54308  0.42
H3 -1.94049 1.87167 -3.88804  0.41
H4 -1.05980 -0.17221 -4.00348  0.37
H5 0.31351 -3.39479 -1.52430  0.47
H6 1.04515 -3.82154 0.55778  0.45
H7 1.05661 -2.51097 4.45533  0.42
H8 0.03920 -0.31984 3.74131  0.56
H9 1.18117 -4.16754 -3.25345  0.36
H10 1.32616 -5.52683 -5.28209  0.38
H11 -1.29603 -3.11289 -7.30961  0.39
H12 -1.61136 -1.64578 -5.37598  0.36
Cl1 6.74153 -0.31252 1.18318  -0.17
C19 5.09643 0.10678 0.93313  0.12
C20 4.49951 -0.11506 -0.29998  -0.77
C21 3.17377 0.22185 -0.48430  0.75
Cl2 2.49948 0.00290 -2.06116  -0.11
C22 2.38050 0.81261 0.53049  -0.04
O1 1.15827 1.16812 0.16719  -0.76
C23 3.03485 1.04964 1.76457  1.14
C24 2.38221 1.70787 2.89276  -0.51
O2 1.20189 1.97303 2.91128  -0.40
C25 4.36616 0.69517 1.95026  -1.04
H13 5.06827 -0.53925 -1.11571  0.50
H14 3.04123 1.97116 3.73650  0.38
H15 4.84844 0.89632 2.89873  0.44
N7 -4.08607 1.23557 4.97928  -0.39
C26 -3.13184 1.87079 4.28104  0.46
C27 -2.42096 1.23574 3.23927  -0.37
N8 -1.49605 1.90023 2.54339  0.12
C28 -1.23548 3.17330 2.86392  -0.52
C29 -1.93468 3.76788 3.90261  -0.50
N9 -2.86523 3.14070 4.59858  -0.54
H16 -4.31837 0.27175 4.82440  0.20
H17 -4.54432 1.73059 5.72703  0.25
H18 -2.61308 0.20269 2.97205  0.28
H19 -0.45143 3.67862 2.32354  0.79
H20 -1.72248 4.79342 4.17959  0.40

***

# 2
Entry from the Open Molecules 2025 dataset: a structure of composition C38H39CdCl3N8OSSi (wB97M-V/def2-TZVPD).

The calculation puts the strongest force on any atom at 0.004 hartree/bohr. The multiplicity is 1. The HOMO energy comes out at -7.35 eV.

Last column: Mulliken charge in e.
Cartesian coordinates (Å):
Cd1 0.13314 0.34486 -0.40284  0.32
C1 3.25015 -0.87218 0.35038  -1.77
N1 2.19354 -0.26146 1.11463  0.96
C2 2.49102 1.01565 1.76045  -1.94
C3 1.59624 2.20467 1.36880  3.14
N2 0.95781 3.14407 -0.92306  -0.32
C4 0.21816 4.12453 -0.58907  0.36
C5 -0.88836 4.63457 -1.39619  -1.36
C6 -1.01518 5.96493 -1.46113  -0.28
C7 -0.09479 6.84625 -0.73327  -0.64
C8 0.71091 6.37761 0.22183  -1.12
C9 0.63781 4.92897 0.64117  2.59
N3 2.03789 3.37956 2.16911  -0.74
C10 3.11917 -0.54690 -1.10918  0.25
N4 2.18215 0.20464 -1.61312  1.41
C11 2.42652 0.26433 -2.98126  -0.69
C12 1.73918 0.94064 -3.98258  -0.43
C13 2.22316 0.82584 -5.27158  -0.85
C14 3.36249 0.06251 -5.56213  -0.44
C15 4.05788 -0.61053 -4.57303  -1.30
C16 3.56443 -0.48948 -3.28127  0.76
N5 3.98454 -0.99988 -2.05911  0.01
H1 4.24548 -0.54625 0.68319  0.51
H2 3.20928 -1.95714 0.48065  0.30
H3 1.80367 -0.93932 1.76035  -0.46
H4 2.40676 0.91229 2.84702  0.25
H5 3.52660 1.30418 1.55542  0.36
H6 -1.49657 3.94861 -1.97249  0.47
H7 -1.77025 6.41582 -2.09298  0.48
H8 -0.09062 7.90033 -0.98118  0.42
H9 1.36422 7.04067 0.77983  0.45
H10 1.39800 3.64220 2.90917  0.48
H11 0.86294 1.52995 -3.74654  0.51
H12 1.71128 1.33397 -6.07774  0.42
H13 3.70765 -0.00047 -6.58570  0.40
H14 4.94048 -1.19400 -4.80049  0.44
H15 4.80920 -1.54566 -1.88464  0.22
N6 -1.61632 -0.45305 2.00870  0.03
C17 -2.58653 0.48976 1.61793  -0.29
C18 -3.87784 0.03002 1.35941  -0.49
C19 -4.87974 0.89287 0.95694  -0.69
C20 -4.60498 2.24329 0.79828  -1.08
C21 -3.32349 2.70331 1.04479  -0.37
C22 -2.28923 1.85591 1.44783  0.38
C23 -0.92879 2.42882 1.68426  3.25
C24 -0.96225 3.78776 2.28067  -1.59
C25 -0.33569 4.86438 1.80670  -1.33
C26 2.00389 4.25241 0.98992  -0.97
C27 2.00218 3.01271 0.07212  -0.45
C28 0.16688 1.78637 1.25318  -2.61
H16 -2.01381 -1.19938 2.56115  0.05
H17 -0.81969 -0.03007 2.46616  0.34
H18 -4.08127 -1.03100 1.46102  0.31
H19 -5.86982 0.50508 0.75338  0.39
H20 -5.37574 2.92883 0.47159  0.38
H21 -3.09897 3.75493 0.90521  0.41
H22 -1.64179 3.94123 3.11575  0.39
H23 -0.49499 5.80993 2.31597  0.38
H24 2.82864 4.96424 0.92785  0.39
H25 2.94770 2.69647 -0.36420  0.71
N7 -0.22513 -4.55157 3.89976  -0.34
C29 0.21438 -3.64733 3.00358  0.37
S1 1.68991 -2.86789 3.24636  -0.41
N8 -0.57374 -3.39248 1.94796  1.52
C30 -1.86139 -3.96598 1.73521  0.00
C31 -2.89208 -3.71260 2.63377  0.13
C32 -4.15428 -4.23957 2.40432  -0.75
C33 -4.39155 -5.00892 1.27394  -0.56
C34 -3.36171 -5.25892 0.37833  -0.55
C35 -2.09578 -4.74577 0.61240  -0.44
H26 0.38599 -4.77495 4.66355  0.23
H27 -1.05304 -5.09998 3.73883  0.20
H28 -0.20426 -2.74931 1.25306  -0.90
H29 -2.70194 -3.09912 3.50686  0.43
H30 -4.95604 -4.03233 3.10081  0.42
H31 -5.37937 -5.40925 1.08916  0.39
H32 -3.54427 -5.85006 -0.50912  0.43
H33 -1.28933 -4.92448 -0.08718  0.23
C36 1.67655 -4.69806 -0.43336  -1.32
C37 1.21698 -3.47085 -1.17716  0.60
C38 1.33408 -3.47372 -2.67330  -1.05
O1 0.78075 -2.50031 -0.58756  -0.22
H34 1.09852 -5.57025 -0.74879  0.43
H35 1.58779 -4.54825 0.64094  0.03
H36 2.71739 -4.91054 -0.68870  0.46
H37 2.32712 -3.80708 -2.98114  0.39
H38 1.11712 -2.48552 -3.07421  -0.07
H39 0.61527 -4.18752 -3.08407  0.37
Cl1 -1.16909 -1.00670 -3.94992  -0.35
Si1 -1.68442 -0.43048 -1.98882  0.12
Cl2 -3.17506 0.99410 -2.31498  -0.34
Cl3 -2.71367 -2.13750 -1.32655  -0.14

***

# 3
Entry from the Open Molecules 2025 dataset: an isolated molecule of C23H27N3O8S (wB97M-V/def2-TZVPD).

The calculation puts the strongest force on any atom at 0.018 hartree/bohr. The multiplicity is 1. The HOMO energy comes out at -7.85 eV. Its SMILES is Cc1ccc(S(=O)(=O)N[C@H](C(=O)OCC(=O)NC(=O)Nc2ccc3c(c2)OCCO3)C(C)C)cc1.

Last column: Mulliken charge in e.
Cartesian coordinates (Å):
C1 4.90144 0.77888 3.20237  -1.49
C2 4.09014 -0.20690 2.42092  1.04
C3 2.72322 -0.01695 2.24765  -0.99
C4 1.95886 -0.93469 1.54598  -0.33
C5 2.57792 -2.04956 1.01552  0.41
S1 1.65266 -3.26765 0.10912  1.23
O1 1.64470 -4.51918 0.79637  -0.76
O2 0.38364 -2.70197 -0.29463  -0.74
N1 2.62184 -3.45925 -1.25911  -0.30
C6 2.38102 -2.40960 -2.22905  0.14
C7 0.95321 -2.54849 -2.74923  0.23
O3 0.47898 -3.58987 -3.11485  -0.65
O4 0.32120 -1.37377 -2.77008  -0.24
C8 -1.06022 -1.37183 -3.10985  -0.72
C9 -1.84932 -0.52824 -2.11280  0.74
O5 -2.78536 0.15757 -2.47852  -0.77
N2 -1.40113 -0.62447 -0.84275  0.05
C10 -1.79894 0.11332 0.29802  0.54
O6 -1.16271 -0.01871 1.31964  -0.74
N3 -2.86386 0.91123 0.09248  -0.03
C11 -3.48908 1.76878 1.00212  0.47
C12 -3.10538 1.88028 2.33603  -0.50
C13 -3.76521 2.76308 3.16681  -0.97
C14 -4.81784 3.53763 2.69787  0.53
C15 -5.22927 3.39814 1.36870  0.49
C16 -4.55582 2.52465 0.52896  -0.84
O7 -6.29178 4.09925 0.85691  -0.45
C17 -7.09970 4.68783 1.85145  -0.46
C18 -6.22670 5.37339 2.90174  -0.46
O8 -5.42044 4.42282 3.55915  -0.47
C19 3.39801 -2.48240 -3.38187  0.32
C20 4.81115 -2.32710 -2.82845  -1.48
C21 3.09948 -1.40989 -4.42551  -1.45
C22 3.93301 -2.26756 1.17961  -0.45
C23 4.68635 -1.34310 1.87928  -0.89
H1 5.94053 0.77068 2.88311  0.37
H2 4.50181 1.78386 3.09285  0.38
H3 4.87187 0.52040 4.26098  0.30
H4 2.24549 0.85555 2.66698  0.48
H5 0.89640 -0.78890 1.42239  0.53
H6 2.46417 -4.37746 -1.65700  0.37
H7 2.47437 -1.45478 -1.70247  0.33
H8 -1.19060 -0.94768 -4.11041  0.38
H9 -1.43599 -2.40322 -3.10432  0.36
H10 -0.66620 -1.31080 -0.63786  0.27
H11 -3.24323 0.90784 -0.85537  0.20
H12 -2.29172 1.28393 2.71072  0.51
H13 -3.47427 2.87225 4.19900  0.41
H14 -4.88342 2.44264 -0.49555  0.46
H15 -7.74597 5.40423 1.34231  0.34
H16 -7.71338 3.91834 2.33992  0.29
H17 -6.83368 5.85200 3.67165  0.34
H18 -5.59477 6.12550 2.40880  0.29
H19 3.30008 -3.46976 -3.84533  0.34
H20 4.99898 -3.07420 -2.06316  0.33
H21 5.54081 -2.44770 -3.62513  0.45
H22 4.93731 -1.34076 -2.38781  0.33
H23 2.12987 -1.57475 -4.88830  0.35
H24 3.85679 -1.43089 -5.20541  0.45
H25 3.10011 -0.42286 -3.96872  0.33
H26 4.37425 -3.15565 0.75732  0.43
H27 5.74631 -1.50346 2.01082  0.39

***

# 4
Entry from the Open Molecules 2025 dataset: a structure of composition C19H30N4OSV (wB97M-V/def2-TZVPD).

The calculation puts the strongest force on any atom at 0.011 hartree/bohr. The multiplicity is 1. The HOMO energy comes out at -17.80 eV. As for the charge: +3.

Last column: Mulliken charge in e.
Cartesian coordinates (Å):
V1 0.70744 -1.11186 -0.54556  0.90
C1 3.23334 -0.33877 5.15230  -1.08
C2 2.27929 -1.46561 4.80008  -0.66
N1 1.27018 -1.00453 3.79233  0.08
C3 0.01265 -0.47035 4.37284  -0.91
C4 -1.00367 -1.57751 4.59816  -0.92
C5 1.53960 -1.08588 2.52876  0.74
S1 0.18752 -0.48612 1.42200  -0.17
N2 2.70767 -1.53916 2.10087  -0.06
C6 3.14310 -1.80562 0.92571  0.45
O1 2.28917 -1.53853 -0.17717  -0.41
C7 4.40640 -2.33955 0.57827  0.73
C8 5.30859 -2.64578 1.62373  -0.38
C9 6.54529 -3.16632 1.32790  -0.78
C10 6.89970 -3.39092 -0.00324  -0.39
C11 6.01703 -3.09250 -1.04472  -0.87
C12 4.77830 -2.57049 -0.76450  -0.26
H1 3.91065 -0.68648 5.93158  0.40
H2 2.70537 0.53032 5.54417  0.38
H3 3.82993 -0.03702 4.29193  0.32
H4 1.69544 -1.78638 5.66069  0.39
H5 2.78870 -2.32938 4.38285  0.46
H6 -0.37231 0.31869 3.72868  0.53
H7 0.30785 0.00176 5.30868  0.37
H8 -1.30845 -2.03556 3.65571  0.27
H9 -1.88952 -1.15595 5.07096  0.40
H10 -0.61676 -2.35502 5.25547  0.36
H11 5.01962 -2.46704 2.65002  0.37
H12 7.24153 -3.40319 2.12006  0.46
H13 7.87438 -3.80226 -0.23228  0.44
H14 6.31312 -3.27447 -2.06822  0.45
H15 4.09838 -2.34126 -1.57288  0.37
C13 0.16996 -0.72677 -3.55577  -0.60
C14 -0.24737 0.43436 -4.52451  -0.80
N3 -0.53943 1.63153 -3.75803  0.00
C15 -1.64539 1.42959 -2.86074  -0.82
C16 -1.27643 0.27035 -1.84384  -0.24
N4 0.11332 -0.18123 -2.16319  -0.31
C17 1.07427 0.96912 -2.02987  -0.18
C18 0.61782 2.09622 -3.04822  -0.85
H16 1.18634 -1.07571 -3.74111  0.44
H17 -0.51400 -1.57289 -3.60880  0.47
H18 -1.12680 0.14457 -5.09631  0.33
H19 0.55429 0.64239 -5.23045  0.32
H20 -2.53578 1.13897 -3.41501  0.30
H21 -1.86062 2.34702 -2.31735  0.36
H22 -1.94272 -0.58455 -1.95242  0.52
H23 -1.30410 0.64501 -0.81286  0.25
H24 2.07378 0.60044 -2.26852  0.57
H25 1.04103 1.35418 -1.00285  0.38
H26 1.43304 2.29813 -3.74017  0.31
H27 0.38600 3.00898 -2.50364  0.35
C19 -0.17310 -2.86406 -0.72804  -1.01
H28 -1.24455 -2.64193 -0.75602  0.40
H29 0.07412 -3.54223 0.08766  0.48
H30 0.22355 -3.22373 -1.68589  0.36